102
Properties=species:S:1:pos:R:3 method="wB97M-V/def2-TZVPD" e_homo_ev=-6.812 spin_multiplicity=1 mol_weight_g_mol=929.51 total_energy_ha=-6203.7523
Mg 0.3957 1.5985 -0.2087
Br 2.8412 2.2588 2.6290
C 1.3357 3.3755 2.4050
C 1.0700 4.3308 3.3705
C 0.0243 5.2097 3.1402
C -0.6816 5.1257 1.9520
C -0.3535 4.1259 1.0571
N 0.6244 3.2312 1.2952
C -1.0615 4.0292 -0.2987
O -1.8500 4.9080 -0.5914
O -0.7107 3.0142 -0.9946
H 1.6808 4.3858 4.2587
H -0.2161 5.9671 3.8752
H -1.4739 5.8083 1.6846
C -1.6784 -5.4956 -0.4484
C -0.8517 -4.6164 0.5015
C -0.3571 -5.4574 1.6929
C -1.7216 -3.4831 1.0253
C -2.8271 -3.7356 1.8331
C -3.6487 -2.7197 2.2907
C -3.3974 -1.4085 1.9146
C -2.3121 -1.1142 1.1016
P -1.9852 0.5302 0.3818
C -3.0437 0.4980 -1.0972
C -4.4139 0.2471 -1.0146
C -5.1838 0.1933 -2.1627
C -4.5881 0.3823 -3.4057
C -3.2283 0.6279 -3.4950
C -2.4561 0.6929 -2.3420
C -2.7686 1.6806 1.5537
C -3.5844 2.7218 1.1243
C -4.0660 3.6534 2.0360
C -3.7354 3.5515 3.3770
C -2.9073 2.5217 3.8118
C -2.4205 1.5960 2.9052
C -1.4753 -2.1579 0.6963
O -0.4203 -1.7795 -0.0740
C 0.5579 -2.6973 -0.3790
C 1.7530 -2.1387 -0.8284
C 2.7312 -3.0023 -1.2901
C 2.5306 -4.3793 -1.2490
C 1.3769 -4.8940 -0.6913
C 0.3631 -4.0561 -0.2237
P 2.0476 -0.3411 -0.4940
C 1.5926 0.1382 -2.4084
C 1.1132 -0.7303 -3.3940
C 0.5003 -0.2574 -4.5479
C 0.3492 1.1071 -4.7620
C 0.8162 1.9971 -3.8075
C 1.4201 1.5020 -2.6584
C 2.2383 -0.9618 1.4059
C 3.2559 -1.7550 1.9392
C 3.2367 -2.1718 3.2643
C 2.1740 -1.8271 4.0907
C 1.1390 -1.0573 3.5803
C 1.1894 -0.6362 2.2580
H -2.5397 -5.9217 0.0687
H -1.0744 -6.3190 -0.8317
H -2.0405 -4.9123 -1.2959
H -1.1965 -5.8758 2.2492
H 0.2376 -4.8430 2.3703
H 0.2615 -6.2863 1.3489
H -3.0550 -4.7579 2.1086
H -4.4961 -2.9516 2.9218
H -4.0498 -0.6119 2.2496
H -4.8790 0.0939 -0.0478
H -6.2466 0.0017 -2.0929
H -5.1907 0.3382 -4.3040
H -2.7575 0.7787 -4.4576
H -1.3961 0.9018 -2.4279
H -3.8382 2.8171 0.0761
H -4.6930 4.4630 1.6862
H -4.1158 4.2756 4.0865
H -2.6427 2.4405 4.8586
H -1.7756 0.7930 3.2479
H 3.6599 -2.6082 -1.6805
H 3.2959 -5.0478 -1.6209
H 1.2597 -5.9675 -0.6094
H 1.2132 -1.8015 -3.2637
H 0.1373 -0.9614 -5.2879
H -0.1325 1.4722 -5.6604
H 0.6978 3.0647 -3.9423
H 1.8103 2.2347 -1.9439
H 4.0850 -2.0683 1.3106
H 4.0485 -2.7749 3.6538
H 2.1524 -2.1597 5.1209
H 0.2982 -0.7910 4.2116
H 0.3730 -0.0299 1.8686
Cl 4.7139 -0.7381 -3.4850
C 4.6330 0.8913 -2.8771
C 4.9404 1.9205 -3.7533
C 4.9057 3.2317 -3.3105
C 4.5822 3.5025 -1.9885
C 4.2763 2.4607 -1.1300
C 4.2717 1.1320 -1.5548
C 3.8671 0.0599 -0.5912
H 5.2008 1.6851 -4.7759
H 5.1406 4.0356 -3.9952
H 4.5662 4.5229 -1.6283
H 4.0146 2.6688 -0.0980
H 4.1283 0.3714 0.4206
H 4.4097 -0.8656 -0.7885

22
Properties=species:S:1:pos:R:3 method="wB97M-V/def2-TZVPD" e_homo_ev=-8.746 e_above_lowest_kj_mol=352.8 spin_multiplicity=1 mol_weight_g_mol=127.19 total_energy_ha=-404.3931
C 0.1406 -0.9550 1.5603
C 0.5015 -0.5667 0.1185
C -1.4585 -0.7995 -1.0305
C -1.8782 0.4269 -0.1445
C -0.7690 1.5434 0.1293
C 0.4386 0.8612 -0.3068
C 1.7072 0.2619 0.1183
H -0.8530 -1.4445 1.5485
H 0.8839 -1.6802 1.9498
H 0.1177 -0.1113 2.2328
H -1.3434 -0.3943 -2.0212
H -2.1777 -1.6258 -1.2486
H -2.7718 0.7860 -0.6206
H -2.2198 0.0774 0.7874
H -1.0468 2.4595 -0.4166
H -0.7040 1.8297 1.1657
H 0.6811 0.9157 -1.3590
H 2.1313 0.5383 1.0496
H 3.5162 -0.3790 -0.3499
H 2.5221 -0.4815 -1.5885
N 2.7724 0.1492 -0.8255
O -0.1903 -1.4113 -0.7487

29
Properties=species:S:1:pos:R:3 method="wB97M-V/def2-TZVPD" e_homo_ev="-14.007 / -14.648" e_above_lowest_kj_mol=638.1 total_charge=+2 spin_multiplicity=1 mol_weight_g_mol=206.25 total_energy_ha=-682.8610
C 7.7253 2.5731 -0.3917
C 7.7261 1.6625 0.6054
C 8.0186 0.7962 -1.4369
C -6.3872 -1.7678 0.5605
C -4.9883 -0.0393 -0.4174
C -3.7315 -0.5525 0.2056
C 7.8203 -0.7488 0.5638
C -5.0537 1.0583 -1.3716
C -2.5122 0.2254 -0.1156
C -2.9480 -2.2140 1.6999
N 7.9336 2.0214 -1.6383
N 7.8582 0.3852 -0.0198
N -6.1617 -0.7136 -0.1054
N -3.8589 -1.4368 1.0449
O 7.7228 -1.6704 1.1826
H 7.7704 3.6833 -0.1708
H 7.6669 1.7164 1.6100
H 8.2344 0.1051 -2.2390
H -5.7207 -2.5583 0.8118
H -4.1310 0.9894 -1.8363
H -5.2500 2.0685 -1.0382
H -5.9512 0.8366 -1.9058
H -2.7469 1.2823 -0.1358
H -2.2082 0.0531 -1.0654
H -1.7257 -0.0640 0.5737
H -1.8586 -2.1965 1.3878
H -3.0445 -2.0775 2.7553
H -3.2667 -3.2046 1.4290
H -6.9315 -0.2125 -0.5422

12
Properties=species:S:1:pos:R:3 method="wB97M-V/def2-TZVPD" e_homo_ev="-8.282 / -8.282" e_above_lowest_kj_mol=573.8 spin_multiplicity=1 mol_weight_g_mol=111.17 total_energy_ha=-646.2343
C -1.8856 0.9334 0.4373
C 0.1450 1.0445 -0.7107
C -0.6407 -1.4051 -0.5387
C 1.2771 0.2585 -0.4251
C 0.6090 -0.9479 0.2056
N -0.7728 1.3715 -0.0012
S -2.0961 -0.8012 -0.1467
H -2.4192 1.5897 0.9202
H 1.7536 -0.0112 -1.3484
H 1.9903 0.6620 0.1769
H 0.6531 -0.9293 1.3502
H 1.3863 -1.7649 0.0808

33
Properties=species:S:1:pos:R:3 method="wB97M-V/def2-TZVPD" e_homo_ev=-8.718 e_above_lowest_kj_mol=205.6 spin_multiplicity=1 mol_weight_g_mol=213.35 total_energy_ha=-958.6230
C -1.5354 0.8798 -0.6688
C -1.2460 0.4144 3.2602
C -0.4438 0.2557 -0.3503
C 0.6630 -1.9335 -1.3934
C -1.7585 -1.8166 -1.0317
C -0.3794 -1.7904 0.9495
C 0.3663 2.4810 0.2923
C 1.4807 1.4125 -1.7337
C 1.9015 0.5742 0.5330
C -0.4438 -1.3271 -0.4653
C 0.8478 1.1551 -0.3649
N -2.3741 0.4687 2.8163
O -2.5268 1.4774 -0.8250
S 0.1160 0.6785 3.9345
H 0.3412 -2.9268 -1.6462
H 1.6319 -2.0477 -0.6967
H 0.7813 -1.2757 -2.1910
H -1.7074 -2.8504 -1.0476
H -2.5889 -1.5378 -0.4382
H -1.8514 -1.5788 -2.0947
H -0.5345 -2.8635 1.0755
H -1.2435 -1.2456 1.4252
H 0.5242 -1.4460 1.3885
H -0.4572 2.9924 -0.2373
H 1.2871 3.0542 0.3788
H -0.0111 2.4141 1.2923
H 2.0996 0.6188 -1.9550
H 0.7236 1.6607 -2.5798
H 2.1936 2.3197 -1.4743
H 1.8313 0.7289 1.5766
H 2.7702 1.1199 0.1535
H 2.0805 -0.5230 0.3117
H -2.5381 0.4569 1.8060

29
Properties=species:S:1:pos:R:3 method="wB97M-V/def2-TZVPD" e_homo_ev="-1.255 / -4.245" total_charge=-1 spin_multiplicity=3 mol_weight_g_mol=262.11 total_energy_ha=-1463.0916 s2=2.007
C 2.4524 -1.1853 -2.0004
C -0.5401 1.1106 1.1745
C -0.2533 2.0540 0.0042
C -3.2886 -1.1392 -0.2535
C -0.2891 -0.3186 0.8039
N 1.0694 2.6726 0.1162
O -0.7689 -2.4532 -0.5733
O 2.7782 -1.7444 0.9221
O 2.7135 0.7859 1.2036
O -3.4318 -0.7864 1.0948
O -0.6070 -1.2314 1.7481
O 2.4566 -0.1316 -1.0750
O -2.3345 -0.4140 -0.9248
P -0.6724 -0.9945 -0.9300
P 2.0854 -0.5189 0.4979
H 2.9697 -0.8310 -2.8944
H 1.4256 -1.4691 -2.2531
H 2.9644 -2.0595 -1.5914
H 0.0514 1.3851 2.0548
H -1.5989 1.1838 1.4489
H -0.2907 1.4628 -0.9127
H -1.0457 2.8145 -0.0544
H -4.2638 -0.9269 -0.7201
H -3.0737 -2.2211 -0.3396
H 1.4363 2.8982 -0.8001
H 2.2161 1.5549 0.8439
H 1.0269 3.5205 0.6718
H -2.5703 -0.9420 1.5205
H -0.6171 -2.0759 1.2178

191
Properties=species:S:1:pos:R:3 method="wB97M-V/def2-TZVPD" e_homo_ev=-7.366 spin_multiplicity=1 mol_weight_g_mol=1178.88 total_energy_ha=-3803.1761
Cd -26.0236 -20.8059 -9.5429
C -23.6228 -18.9289 -8.3292
O -24.7106 -19.8403 -8.2229
H -23.4851 -18.7415 -9.3940
H -23.8178 -17.9860 -7.8183
H -22.7379 -19.3489 -7.8512
C -24.3177 -23.7367 -10.2097
O -25.2030 -22.7798 -9.6502
H -23.8855 -24.3618 -9.4283
H -24.8192 -24.4303 -10.8847
H -23.4356 -23.2653 -10.6432
C -14.2759 -21.5664 -13.7228
O -15.4596 -22.2681 -14.0790
C -16.7368 -21.8704 -13.5799
C -16.8109 -22.2386 -12.0717
N -18.1195 -22.0939 -11.4688
C -18.1082 -22.5135 -10.0453
C -19.5266 -22.1378 -9.5448
O -19.8023 -22.4392 -8.1822
C -21.1254 -22.1479 -7.8124
H -14.3100 -21.2121 -12.6926
H -14.1381 -20.6534 -14.3020
H -13.3733 -22.1601 -13.8680
H -17.4840 -22.3976 -14.1732
H -16.8554 -20.7971 -13.7286
H -16.1124 -21.5611 -11.5804
H -16.4002 -23.2393 -11.9371
H -18.5601 -21.2370 -11.7716
H -17.2974 -22.0739 -9.4644
H -18.0973 -23.6032 -10.0208
H -20.1722 -22.7517 -10.1729
H -19.7340 -21.0895 -9.7601
H -21.8892 -22.6920 -8.3680
H -21.3748 -21.1079 -8.0224
H -21.2096 -22.3544 -6.7454
C -24.4408 -20.4442 -12.4547
O -25.1949 -19.8400 -11.3768
C -25.9333 -18.7499 -11.7519
C -26.6149 -18.0672 -10.5172
N -27.3565 -19.1483 -9.8933
C -27.8696 -18.7375 -8.5319
C -28.1544 -19.9782 -7.6844
O -27.4795 -21.1814 -8.0456
C -27.8030 -22.3016 -7.2496
H -23.8599 -19.7205 -13.0266
H -25.0742 -21.0977 -13.0545
H -23.7639 -21.2005 -12.0574
H -26.6174 -18.9686 -12.5718
H -25.2773 -17.9473 -12.0890
H -27.1746 -17.2122 -10.8963
H -25.7966 -17.7876 -9.8536
H -28.1586 -19.1327 -10.5069
H -28.6915 -18.0228 -8.5728
H -27.0828 -18.1658 -8.0397
H -29.2219 -20.1949 -7.7239
H -27.9590 -19.7800 -6.6305
H -27.3932 -22.0966 -6.2606
H -27.2889 -23.1931 -7.6089
H -28.8611 -22.4575 -7.0391
C -23.8315 -15.5295 -11.3164
O -23.3567 -14.6600 -10.3500
C -22.0143 -14.9204 -9.9883
C -21.6179 -13.9673 -8.8688
N -20.3274 -14.3399 -8.3159
C -20.0062 -13.4408 -7.1682
C -18.5943 -13.7080 -6.6281
O -17.6068 -12.9782 -7.3814
C -16.3605 -12.7137 -6.7338
H -24.9079 -15.4941 -11.4843
H -23.5798 -16.5324 -10.9715
H -23.3799 -15.3968 -12.2996
H -21.3094 -14.8757 -10.8185
H -21.9054 -15.9668 -9.7031
H -22.3730 -14.0287 -8.0852
H -21.6385 -12.9520 -9.2649
H -19.6648 -14.2392 -9.0714
H -20.7082 -13.5549 -6.3422
H -20.0729 -12.3854 -7.4322
H -18.4189 -14.7822 -6.6865
H -18.5270 -13.5616 -5.5501
H -15.7479 -12.1550 -7.4413
H -15.8904 -13.6550 -6.4490
H -16.4565 -12.0642 -5.8638
C -25.2947 -15.4008 -7.0429
O -26.4767 -14.6945 -7.4673
C -26.2763 -14.0236 -8.7317
C -27.5785 -13.7413 -9.4147
N -28.3446 -14.9878 -9.5568
C -29.8258 -14.7609 -9.7004
C -30.5664 -16.0438 -9.8596
O -30.8222 -16.7763 -8.6604
C -31.5559 -17.9780 -8.8667
H -25.0727 -15.3091 -5.9797
H -24.4438 -14.9317 -7.5368
H -25.3478 -16.4248 -7.4126
H -25.7676 -14.8026 -9.2995
H -25.6699 -13.1258 -8.6120
H -27.2967 -13.3804 -10.4038
H -28.0924 -13.0358 -8.7618
H -28.2530 -15.2956 -8.5992
H -30.0141 -14.1148 -10.5579
H -30.2611 -14.2738 -8.8278
H -30.0694 -16.6730 -10.5980
H -31.4783 -15.8125 -10.4101
H -31.0680 -18.4693 -9.7085
H -32.5874 -17.7281 -9.1151
H -31.5350 -18.6063 -7.9762
C -28.6758 -16.9072 -5.5412
O -28.1625 -18.0699 -4.9727
C -26.7495 -17.9884 -4.8118
C -26.2794 -19.0217 -3.7762
N -26.5773 -20.3591 -4.2214
C -26.2980 -21.4625 -3.2594
C -26.9728 -22.7745 -3.6786
O -28.3381 -22.6198 -3.9536
C -29.0419 -23.8848 -3.9559
H -28.6146 -16.0823 -4.8314
H -29.7334 -17.1663 -5.5923
H -28.3326 -16.6476 -6.5427
H -26.4090 -16.9900 -4.5372
H -26.2077 -18.2316 -5.7259
H -26.8575 -18.7978 -2.8796
H -25.2346 -18.8624 -3.5096
H -27.5729 -20.3937 -4.3882
H -26.8053 -21.2227 -2.3249
H -25.2306 -21.5883 -3.0778
H -26.8029 -23.4631 -2.8510
H -26.4839 -23.1447 -4.5797
H -28.6226 -24.6330 -4.6285
H -30.1083 -23.7732 -4.1517
H -28.9643 -24.3750 -2.9854
C -21.6328 -20.7012 0.5945
O -22.0132 -20.3925 -0.7374
C -21.2945 -20.8312 -1.8192
C -21.9028 -20.3307 -3.1038
N -21.6658 -18.8955 -3.2722
C -21.8191 -18.4868 -4.6563
C -21.7047 -16.9259 -4.6747
O -22.8477 -16.3101 -4.0915
C -22.6452 -14.9046 -3.8940
H -20.6164 -20.4307 0.8807
H -21.6649 -21.7905 0.6140
H -22.4088 -20.1851 1.1598
H -21.0738 -21.8964 -1.7489
H -20.2882 -20.4154 -1.7694
H -22.9733 -20.5358 -3.1039
H -21.4982 -20.9167 -3.9290
H -22.2321 -18.2893 -2.6960
H -22.7889 -18.6521 -5.1256
H -21.0927 -18.9052 -5.3529
H -21.6132 -16.5219 -5.6830
H -20.7887 -16.6131 -4.1734
H -22.1189 -14.3435 -4.6662
H -22.2919 -14.8006 -2.8681
H -23.6515 -14.5116 -4.0389
C -20.2673 -18.1607 -10.8914
O -19.0930 -18.8396 -10.4013
C -18.6743 -18.3754 -9.1078
C -17.2072 -18.8082 -8.8658
N -16.3987 -18.9229 -10.0894
C -16.2054 -17.6954 -10.8056
C -15.3279 -17.9824 -12.1186
O -16.0086 -18.6363 -13.2091
C -17.0406 -17.9587 -13.8549
H -19.8998 -17.2724 -11.4053
H -21.0330 -17.9566 -10.1429
H -20.6663 -18.8413 -11.6434
H -19.2480 -18.9547 -8.3844
H -18.8808 -17.3348 -8.8574
H -17.3222 -19.8276 -8.4976
H -16.7216 -18.2692 -8.0523
H -17.0326 -19.4477 -10.6750
H -15.5398 -17.0839 -10.1964
H -17.1321 -17.1847 -11.0674
H -14.5119 -18.6321 -11.8022
H -14.9386 -17.0301 -12.4786
H -16.6249 -17.0117 -14.1991
H -17.8831 -17.7764 -13.1878
H -17.4997 -18.5443 -14.6514
O -24.5361 -23.8381 -6.6786
H -24.4734 -23.0349 -6.1617
H -24.6603 -23.5355 -7.5782
O -27.4693 -21.6251 -10.9586
H -28.0252 -21.3242 -11.6774
H -27.5794 -22.5759 -10.9518
O -18.2941 -21.2819 -6.2401
H -18.6485 -21.4067 -7.1205
H -18.3219 -22.1531 -5.8445
O -24.3448 -21.3617 -5.4903
H -25.0967 -20.9554 -5.0593
H -24.4077 -21.0765 -6.4018

8
Properties=species:S:1:pos:R:3 method="wB97M-V/def2-TZVPD" e_homo_ev=-9.834 e_above_lowest_kj_mol=113.0 spin_multiplicity=1 mol_weight_g_mol=60.06 total_energy_ha=-225.2490
N -0.2138 1.1399 -0.1468
C 0.5140 0.0492 -0.1509
N -0.1309 -1.0427 0.5857
O 1.6717 -0.2236 -0.5488
H 0.2508 1.9832 -0.1353
H -1.3035 1.0462 0.1096
H -1.0855 -1.0103 0.1708
H 0.2971 -1.9419 0.1157